{
  "formula": "C53H97NO9S2",
  "method": "ωB97M-V/def2-TZVPD",
  "total_charge": 0,
  "e_homo_ev": -8.43,
  "smiles": "CCN(CC)C(=S)SCCCc1cccc2c1C(=O)c1c(C)c(CCO)cc(CC(C)C)c1C2=O.CCOCC.CCOCC.CCOCC.CCOCC.CCOCC.CCOCC",
  "multiplicity": 1,
  "lumo_ev": -0.6,
  "total_energy_ha": -3605.84291,
  "elements": ["C", "C", "N", "C", "C", "C", "S", "S", "C", "C", "C", "C", "C", "C", "C", "C", "C", "C", "O", "C", "C", "C", "C", "C", "C", "O", "C", "C", "C", "C", "C", "C", "C", "C", "O", "H", "H", "H", "H", "H", "H", "H", "H", "H", "H", "H", "H", "H", "H", "H", "H", "H", "H", "H", "H", "H", "H", "H", "H", "H", "H", "H", "H", "H", "H", "H", "H", "H", "H", "H", "H", "H", "C", "C", "O", "C", "C", "H", "H", "H", "H", "H", "H", "H", "H", "H", "H", "C", "C", "O", "C", "C", "H", "H", "H", "H", "H", "H", "H", "H", "H", "H", "C", "C", "O", "C", "C", "H", "H", "H", "H", "H", "H", "H", "H", "H", "H", "C", "C", "O", "C", "C", "H", "H", "H", "H", "H", "H", "H", "H", "H", "H", "C", "C", "O", "C", "C", "H", "H", "H", "H", "H", "H", "H", "H", "H", "H", "C", "C", "O", "C", "C", "H", "H", "H", "H", "H", "H", "H", "H", "H", "H"],
  "positions_angstrom": [[-6.2301, 0.2995, 2.1552], [-4.8306, -0.3292, 2.1621], [-4.8871, -1.7556, 2.5122], [-3.6135, -2.2978, 3.0303], [-2.5112, -2.4832, 1.9936], [-5.5058, -2.5945, 1.5768], [-6.1939, -4.0044, 2.0432], [-5.4585, -1.9890, -0.0750], [-6.1902, -3.2882, -1.0756], [-5.2744, -3.7587, -2.2321], [-3.7720, -3.7486, -1.9595], [-3.2465, -4.8142, -1.0216], [-4.0920, -5.7238, -0.3938], [-3.6192, -6.7029, 0.4749], [-2.2692, -6.7842, 0.7640], [-1.4081, -5.8660, 0.1728], [-1.8725, -4.9003, -0.7154], [-0.8439, -4.0038, -1.3199], [-0.9794, -3.5762, -2.4462], [0.3638, -3.6795, -0.4807], [1.0385, -2.4544, -0.6228], [0.6015, -1.3895, -1.6022], [2.1490, -2.2271, 0.2025], [2.9588, -0.9492, 0.1639], [3.3244, -0.3785, 1.5482], [2.9498, 1.0035, 1.6174], [2.5542, -3.2054, 1.1020], [1.9162, -4.4300, 1.2531], [2.4318, -5.4359, 2.2586], [2.9772, -4.8561, 3.5818], [2.0885, -3.7488, 4.1691], [4.4685, -4.4492, 3.5196], [0.8009, -4.6545, 0.4366], [0.0425, -5.9333, 0.4993], [0.5444, -6.9949, 0.8090], [-6.3294, 1.0387, 1.3618], [-6.4043, 0.8234, 3.0956], [-7.0104, -0.4539, 2.0711], [-4.2400, 0.1448, 2.9473], [-4.2962, -0.1293, 1.2281], [-3.8463, -3.2572, 3.4916], [-3.2907, -1.6101, 3.8122], [-2.7865, -3.2463, 1.2650], [-1.6021, -2.8182, 2.4961], [-2.3047, -1.5522, 1.4633], [-7.1191, -2.8900, -1.4866], [-6.4833, -4.1093, -0.4270], [-5.4535, -3.1358, -3.1080], [-5.5741, -4.7744, -2.4994], [-3.4544, -2.7770, -1.5807], [-3.2530, -3.8737, -2.9088], [-5.1530, -5.6988, -0.5869], [-4.3276, -7.3896, 0.9197], [-1.8985, -7.5342, 1.4482], [-0.1260, -0.7218, -1.1343], [0.1982, -1.8073, -2.5121], [1.4521, -0.7701, -1.8786], [3.8867, -1.1775, -0.3678], [2.4578, -0.1442, -0.3617], [4.4040, -0.4263, 1.7031], [2.8320, -0.9331, 2.3466], [2.3647, 1.1165, 2.3694], [3.4123, -2.9942, 1.7244], [3.2362, -6.0027, 1.7798], [1.6617, -6.1626, 2.4964], [2.9261, -5.6804, 4.2963], [2.1813, -3.7511, 5.2567], [2.3577, -2.7595, 3.8049], [1.0368, -3.9481, 3.9520], [4.8392, -4.3849, 2.4975], [5.0935, -5.1422, 4.0810], [4.6195, -3.4661, 3.9744], [4.8937, 7.0438, 3.5531], [3.9472, 6.0375, 4.1861], [3.1092, 5.3763, 3.2563], [3.7693, 4.6044, 2.2673], [4.5929, 3.4575, 2.8224], [4.3414, 7.7364, 2.9163], [5.4053, 7.6136, 4.3293], [5.6569, 6.5596, 2.9420], [3.2654, 6.5516, 4.8640], [4.5061, 5.3106, 4.7867], [4.3864, 5.2464, 1.6277], [2.9714, 4.2061, 1.6389], [5.4631, 3.8090, 3.3809], [4.9453, 2.8279, 2.0078], [3.9894, 2.8479, 3.4946], [-10.5244, -0.3839, 0.2804], [-10.1446, -1.1992, 1.5055], [-9.9947, -0.4285, 2.6837], [-11.1532, 0.2566, 3.1218], [-12.3156, -0.6575, 3.4719], [-9.8366, 0.4534, 0.1534], [-10.4835, -1.0104, -0.6113], [-11.5356, 0.0197, 0.3531], [-9.1706, -1.6650, 1.3465], [-10.8612, -2.0132, 1.6636], [-11.4637, 1.0028, 2.3811], [-10.8372, 0.8049, 4.0095], [-12.7278, -1.1518, 2.5910], [-13.1181, -0.0799, 3.9319], [-11.9940, -1.4297, 4.1718], [-0.4229, -9.9489, -0.0714], [-1.4063, -10.8536, 0.6494], [-2.3800, -11.4484, -0.1927], [-1.8734, -12.2887, -1.2122], [-1.1022, -13.4920, -0.6954], [-0.9537, -9.2127, -0.6766], [0.1982, -9.4197, 0.6467], [0.2383, -10.5145, -0.7314], [-1.9823, -10.2716, 1.3708], [-0.8717, -11.6220, 1.2202], [-1.2581, -11.7145, -1.9144], [-2.7521, -12.6253, -1.7631], [-0.1621, -13.2032, -0.2233], [-0.8644, -14.1644, -1.5204], [-1.6955, -14.0367, 0.0404], [1.6730, 7.5971, -2.3571], [0.4984, 8.1733, -1.5850], [-0.3340, 7.1926, -0.9916], [0.3040, 6.3509, -0.0469], [0.8792, 7.0800, 1.1547], [1.3297, 6.8485, -3.0728], [2.1928, 8.3892, -2.8986], [2.3980, 7.1192, -1.6954], [-0.1525, 8.7276, -2.2614], [0.8529, 8.8851, -0.8307], [1.0825, 5.7519, -0.5345], [-0.4695, 5.6554, 0.2803], [1.7249, 7.7136, 0.8801], [1.2367, 6.3617, 1.8928], [0.1205, 7.7148, 1.6154], [6.4585, 10.5725, -5.8247], [5.4890, 10.9877, -4.7301], [4.7611, 9.9109, -4.1703], [5.5390, 8.9096, -3.5360], [6.3398, 9.4119, -2.3468], [5.9462, 9.9732, -6.5789], [6.8788, 11.4563, -6.3057], [7.2896, 9.9836, -5.4333], [4.7327, 11.6552, -5.1436], [6.0139, 11.5477, -3.9475], [6.1934, 8.4151, -4.2619], [4.8262, 8.1580, -3.1970], [7.1379, 10.0933, -2.6467], [6.8005, 8.5700, -1.8294], [5.6907, 9.9442, -1.6498], [6.4562, 2.8995, -4.0530], [5.6854, 4.1693, -3.7328], [6.4190, 5.3596, -3.9572], [6.8385, 5.5854, -5.2904], [5.6912, 5.7171, -6.2785], [7.4205, 2.9008, -3.5432], [5.8884, 2.0275, -3.7270], [6.6406, 2.7911, -5.1228], [5.4355, 4.1891, -2.6717], [4.7377, 4.1911, -4.2830], [7.5395, 4.8076, -5.6139], [7.3975, 6.5216, -5.2615], [5.1603, 4.7742, -6.4180], [6.0711, 6.0290, -7.2520], [4.9720, 6.4595, -5.9283]],
  "atomic_forces_ev_per_a": [[0.19, 0.20, 0.25], [-0.05, 0.15, 0.29], [0.30, 0.22, -0.97], [-0.28, -0.22, 0.31], [-0.16, 0.05, 0.04], [-0.16, -0.14, 0.43], [0.19, -0.14, -0.03], [-0.13, 0.18, 0.16], [-0.23, -0.15, -0.45], [0.10, 0.12, 0.37], [0.08, -0.39, -0.22], [0.09, 0.01, 0.12], [0.12, -0.10, -0.11], [0.06, 0.14, -0.08], [-0.30, 0.03, -0.09], [-0.06, -0.05, 0.12], [-0.15, -0.03, 0.21], [-0.03, 0.05, -0.03], [-0.01, -0.02, -0.05], [0.11, 0.07, 0.10], [-0.03, -0.19, -0.13], [0.36, 0.13, 0.10], [-0.14, 0.02, 0.13], [0.20, -0.18, 0.27], [-0.02, 0.32, -0.17], [-0.08, -0.21, 0.01], [-0.06, -0.01, -0.02], [-0.04, -0.01, -0.12], [0.23, 0.15, 0.14], [0.11, 0.03, 0.05], [-0.01, -0.41, 0.18], [-0.19, 0.32, 0.17], [0.01, 0.10, -0.05], [-0.04, -0.12, -0.08], [0.08, 0.13, 0.09], [-0.08, -0.11, -0.10], [-0.06, -0.07, 0.02], [-0.03, 0.03, -0.17], [0.06, -0.05, -0.03], [-0.01, -0.11, -0.07], [0.03, 0.05, 0.08], [0.00, -0.05, 0.06], [-0.03, 0.00, -0.03], [0.06, 0.06, -0.04], [0.10, -0.01, -0.02], [0.04, 0.03, -0.03], [0.15, 0.08, 0.24], [0.00, 0.03, 0.00], [-0.11, 0.04, -0.11], [0.02, 0.07, -0.07], [-0.04, 0.05, -0.03], [-0.02, 0.05, 0.00], [0.06, -0.02, 0.06], [0.16, 0.02, -0.04], [-0.14, -0.04, -0.09], [-0.17, -0.01, 0.04], [-0.04, -0.02, -0.04], [-0.04, 0.13, -0.15], [-0.02, -0.04, -0.06], [0.00, -0.10, 0.10], [0.01, -0.07, 0.01], [-0.02, 0.10, -0.01], [0.04, -0.01, -0.01], [-0.08, -0.14, 0.00], [-0.06, 0.06, -0.06], [-0.07, -0.08, -0.09], [0.09, 0.16, -0.01], [-0.11, 0.05, -0.07], [-0.02, 0.12, -0.08], [0.08, -0.13, 0.00], [0.06, -0.08, -0.14], [0.02, 0.00, -0.01], [0.02, -0.06, -0.09], [0.04, 0.06, 0.06], [-0.08, -0.04, 0.02], [-0.01, -0.04, -0.11], [0.14, 0.14, 0.17], [-0.01, 0.02, 0.03], [-0.01, 0.01, 0.01], [0.02, 0.00, 0.03], [-0.03, -0.02, -0.02], [0.02, 0.00, -0.02], [0.02, 0.00, 0.02], [-0.02, 0.02, 0.01], [0.00, 0.03, -0.04], [-0.03, -0.04, -0.01], [-0.01, -0.04, -0.02], [-0.07, 0.07, 0.06], [0.07, -0.06, -0.08], [0.07, 0.01, 0.01], [-0.06, 0.05, 0.04], [0.03, -0.07, -0.07], [0.03, -0.02, -0.02], [0.02, -0.01, 0.00], [-0.01, -0.03, -0.02], [0.01, 0.00, 0.04], [-0.02, 0.02, 0.00], [-0.01, -0.02, -0.01], [0.03, -0.01, 0.00], [-0.02, 0.02, 0.00], [0.01, 0.01, 0.01], [0.00, 0.02, 0.03], [-0.03, -0.21, -0.15], [0.02, 0.07, 0.06], [-0.04, 0.01, 0.02], [0.00, -0.04, -0.08], [0.04, 0.05, 0.08], [0.00, 0.05, 0.04], [0.00, 0.05, 0.02], [0.01, 0.00, 0.02], [-0.03, -0.01, -0.01], [0.01, -0.01, -0.02], [0.02, 0.00, 0.02], [-0.02, 0.02, 0.02], [0.01, 0.00, -0.03], [-0.01, 0.00, -0.01], [-0.02, -0.02, -0.03], [0.06, -0.06, 0.04], [0.03, 0.06, -0.05], [-0.03, 0.00, 0.00], [0.02, -0.08, 0.06], [0.01, 0.07, -0.06], [-0.01, 0.03, -0.03], [-0.02, 0.01, -0.01], [0.02, 0.03, 0.00], [-0.03, -0.03, 0.00], [0.02, -0.01, 0.01], [0.01, 0.00, 0.01], [-0.03, 0.02, -0.02], [0.02, -0.03, 0.01], [0.01, 0.02, 0.02], [-0.02, -0.03, 0.01], [0.03, -0.09, 0.05], [0.02, 0.06, -0.05], [-0.09, -0.03, 0.02], [0.02, -0.10, 0.07], [0.04, 0.12, -0.07], [-0.01, 0.03, -0.02], [-0.01, 0.01, -0.01], [0.01, 0.03, 0.00], [-0.02, -0.02, 0.01], [0.02, -0.02, 0.00], [0.03, 0.01, 0.02], [-0.05, 0.01, -0.06], [0.02, -0.03, 0.00], [-0.02, -0.02, 0.00], [-0.01, -0.04, 0.02], [0.05, 0.05, -0.08], [-0.05, -0.06, 0.03], [0.06, 0.09, 0.09], [-0.03, 0.05, -0.12], [-0.06, -0.07, 0.05], [-0.01, -0.01, 0.03], [-0.01, 0.00, 0.02], [-0.03, -0.01, 0.00], [0.01, 0.03, 0.00], [0.01, -0.01, -0.02], [-0.02, -0.02, 0.00], [0.02, -0.01, 0.08], [0.02, 0.00, -0.03], [0.01, 0.02, 0.00], [0.02, 0.03, -0.02]],
  "mulliken_charge": [-0.89, -0.81, 0.22, -1.28, 0.00, -0.01, -0.27, -0.05, -0.57, -1.48, -0.50, 1.12, -0.45, -1.45, -0.84, 1.40, 0.34, -0.53, -0.63, 0.77, 0.52, -2.08, 0.46, -1.03, -0.24, -0.45, -0.86, 0.43, -1.19, 0.53, -1.39, -1.60, 0.46, -0.74, -0.58, 0.28, 0.38, 0.05, 0.69, 0.34, 0.40, 0.48, -0.19, 0.23, 0.31, 0.53, 0.36, 0.45, 0.43, 0.22, 0.56, 0.29, 0.51, 0.62, 0.30, 0.45, 0.54, 0.32, 0.30, 0.18, 0.11, 0.27, 0.79, 0.30, 0.39, 0.67, 0.46, 0.22, 0.31, 0.42, 0.33, 0.34, -1.03, -0.33, -0.41, -0.17, -1.14, 0.23, 0.40, 0.27, 0.34, 0.32, 0.28, 0.29, 0.38, 0.32, 0.25, -1.17, -0.05, -0.38, -0.37, -1.04, 0.29, 0.41, 0.32, 0.09, 0.32, 0.31, 0.32, 0.26, 0.39, 0.29, -0.88, -0.46, -0.43, -0.30, -1.07, 0.23, 0.26, 0.48, 0.28, 0.32, 0.29, 0.35, 0.28, 0.39, 0.29, -0.84, -0.49, -0.45, -0.40, -0.86, 0.30, 0.36, 0.22, 0.38, 0.29, 0.28, 0.38, 0.22, 0.27, 0.34, -1.02, -0.32, -0.39, 0.46, -1.30, 0.26, 0.40, 0.25, 0.33, 0.30, -0.19, 0.20, 0.28, 0.41, 0.32, -1.09, -0.26, -0.40, -0.40, -1.07, 0.29, 0.38, 0.27, 0.31, 0.30, 0.38, 0.32, 0.34, 0.40, 0.25]
}